[1]
A structure of composition C34H56AlBeBrCl2F6N7NaO4 at a distorted geometry. Source: OMol25; level of theory: ωB97M-V with the def2-TZVPD basis set.

E_tot	-177576.3167	eV
net charge	+2
max |F|	2.804	eV/A
lowest unoccupied orbital energy	-9.02	eV

Each line ends with the Löwdin charge.
Geometry (Å):
Br -1.15152 -2.92987 3.02627  0.77
Cl -7.84075 -0.00780 1.87082  0.10
Cl -4.94464 1.04431 -2.97248  0.50
Al 1.91853 -1.73909 -6.17552  -0.18
Na -10.07507 2.29820 4.13449  0.89
F 2.86807 -0.66308 -7.00910  -0.14
F 2.50411 -3.34805 -6.48753  -0.23
F 0.32158 -1.63803 -6.64370  -0.14
F 2.03269 -1.43789 -4.50841  -0.15
F -0.08234 -3.78009 -1.79256  0.03
F -0.78262 1.98460 -1.93535  0.00
O 3.78140 -0.21992 -1.52526  0.05
O 2.45603 4.50101 -2.29190  0.11
O 5.10240 -0.44840 0.16481  0.09
O 0.72587 4.41309 -0.90142  -0.04
N -7.02543 1.72773 -1.22237  -0.01
N -0.09887 1.61831 3.97823  0.16
N 1.00745 6.13511 3.76271  0.13
N 4.69485 -0.76908 -0.92853  -0.33
N -10.48091 0.79010 2.05568  0.13
N 6.41602 -3.34261 3.92509  0.05
N -0.05155 -0.80054 -0.44578  -0.06
C -2.05170 -0.42853 2.14846  -0.15
C -0.83216 -1.30428 1.97100  -0.69
C -2.41199 0.16781 -1.19554  -0.14
C 0.66606 3.98751 0.45700  -0.18
C 1.94600 4.86278 -1.27451  -0.35
C 7.73300 -0.92148 4.34080  -0.08
C 6.84185 -3.71604 -1.75108  -0.05
C -1.01658 -0.38703 -1.55793  -0.26
C 0.43482 -0.11775 5.84868  -0.04
C 0.15039 6.65396 3.20052  -0.29
C -4.78613 -0.17041 -0.17540  -0.22
C -6.15308 -0.51181 -0.82310  -0.27
C -0.52484 -1.82230 0.56198  -0.16
C 6.32387 -4.05112 -2.99900  -0.05
C 0.14178 -2.49793 -2.24769  -0.24
C 0.13530 0.85028 4.80221  -0.24
C 6.21945 -2.29740 3.12454  -0.17
C 0.91748 0.19827 0.16037  -0.08
C 1.35671 2.63309 0.67046  -0.12
C 5.30446 -1.91120 -1.62657  -0.14
C 0.90894 -1.60486 -1.31056  -0.08
C -0.78354 0.68827 -3.89581  0.01
C 5.29371 -3.30389 -3.55957  -0.05
C 6.33168 -2.63465 -1.05083  0.01
C 6.84888 -1.07298 3.28424  -0.08
C -6.95734 0.41101 -1.77633  -0.41
C 7.94983 -1.99772 5.18554  -0.07
C 4.77996 -2.22275 -2.86643  0.00
C 0.37494 1.45220 0.84518  -0.16
C -0.93339 7.30357 2.47550  -0.07
C -3.50973 -0.82535 -0.79216  -0.21
C -0.39403 0.74113 -2.43659  -0.28
C 7.27020 -3.18141 4.93357  -0.15
C -1.19896 -1.69304 -2.31548  -0.03
Be 3.61670 -4.48209 -7.60768  0.73
H 0.69411 0.75240 -2.40823  0.15
H 0.23594 -2.58349 0.69073  0.11
H -1.19960 6.71178 1.60126  0.07
H 7.41409 -4.04851 5.56848  0.10
H -6.85550 -0.71368 -0.00011  -0.02
H -6.53143 0.43734 -2.91885  0.00
H -2.39329 0.97452 -0.47024  0.10
H 5.51698 -2.45466 2.31140  0.09
H -2.07809 -0.12049 3.19173  0.06
H 0.47190 -2.45232 -3.27220  0.13
H -1.85643 0.60692 -4.05431  0.08
H -0.02891 -1.07436 5.61072  0.07
H -0.61211 1.78232 0.53902  0.09
H 1.13942 4.70298 1.13298  0.10
H -7.37163 1.70935 -0.27224  0.04
H 1.74186 -2.05023 -0.77542  0.15
H -1.66113 -1.62161 -3.29270  0.14
H -7.95400 -0.06173 -1.77109  0.14
H -11.04062 0.58779 1.22359  0.15
H -4.64290 0.89886 -0.03360  0.10
H -2.00441 0.49721 1.58523  0.07
H -3.84617 -1.34959 -1.68511  0.10
H -1.87260 -2.39307 -1.81899  0.12
H -3.17783 -1.55929 -0.06768  0.08
H -1.39472 -2.37237 0.22771  0.11
H -2.76718 0.64146 -2.11009  0.03
H 2.05501 2.45933 -0.14783  0.12
H 1.51182 -0.25254 5.92769  0.09
H -1.80358 7.39995 3.12141  0.08
H 2.43358 5.60621 -0.63050  0.15
H -0.61940 8.29378 2.15196  0.09
H -6.00386 -1.45737 -1.34798  0.12
H 6.72583 -4.90134 -3.53399  0.11
H -4.87808 -0.59866 0.82214  0.08
H -0.26224 -0.11807 -4.40459  0.07
H 6.64761 -0.26162 2.59768  0.09
H -10.74317 0.13098 2.78994  0.13
H 8.24456 0.01855 4.50208  0.11
H 0.02814 -0.85032 2.44571  0.06
H 1.45694 -0.99974 -2.03103  0.11
H 1.94864 2.71128 1.57986  0.12
H -0.37719 3.92638 0.75344  0.12
H 4.89073 -3.56381 -4.52879  0.09
H 0.04976 0.24010 6.80123  0.09
H 8.63100 -1.92457 6.02184  0.10
H 7.64246 -4.30192 -1.32250  0.11
H -9.35592 0.62221 1.82491  -0.20
H 3.97680 -1.63378 -3.28177  0.10
H -7.52993 2.37694 -1.81067  0.09
H 0.32991 1.27888 1.91943  0.04
H 6.72958 -2.37101 -0.08086  0.11
H -0.44601 1.61164 -4.35795  0.11
H 1.48599 -0.36332 0.89852  0.14
H 1.65985 0.49887 -0.56745  0.10
H -10.66014 1.75496 2.33985  0.07
H -2.98233 -0.96141 1.99030  0.06



[2]
A structure of composition H32O20SZn at a distorted geometry. Source: OMol25; level of theory: ωB97M-V with the def2-TZVPD basis set.

E_tot	-100716.8786	eV
max |F|	3.508	eV/A
lowest unoccupied orbital energy	-5.64	eV

Each line ends with the Löwdin charge.
Geometry (Å):
Zn 4.06611 0.13471 0.40926  1.14
S -0.39048 0.11355 -0.30253  0.17
O 4.79541 -2.08086 -1.34522  -0.08
O -2.08309 -0.66038 6.00732  -0.05
O 3.33471 -1.27294 2.80564  -0.09
O -4.81780 0.40065 -2.05025  -0.05
O -0.90681 0.12241 1.04957  -0.27
O 1.76258 -2.85427 -3.18425  -0.04
O 3.73612 2.82331 1.68147  -0.08
O -2.17802 4.66360 0.37769  -0.04
O 4.52130 1.77288 -2.15512  -0.08
O -1.73085 2.12453 -4.56012  -0.05
O -4.08376 -3.31896 -0.00966  -0.05
O -2.01847 -3.61190 -4.36473  -0.05
O -0.67318 -2.86962 3.15805  -0.05
O 0.39618 2.61681 3.63828  -0.05
O -3.54901 1.52391 3.38738  -0.04
O 0.48462 -4.59404 0.13392  -0.05
O -0.79671 -1.04670 -1.06738  -0.32
O -0.87191 1.35347 -0.95855  -0.32
O 1.19057 4.17499 -1.86642  -0.04
O 1.06998 0.15010 -0.29120  -0.31
H -4.54663 -3.25987 -0.84542  0.03
H -3.32288 -2.74798 -0.11583  0.02
H 0.50227 3.51125 -1.82252  0.01
H 0.38402 -3.87592 -0.49091  0.02
H -1.36477 1.93580 -3.69606  0.01
H -2.56676 -0.17618 5.33810  0.01
H -3.88325 0.49399 -1.86550  0.02
H 0.52439 3.33586 3.01960  0.02
H -5.25232 0.75095 -1.27261  0.03
H -3.46487 2.43856 3.11799  0.03
H 3.96695 2.85249 2.60996  0.04
H 4.12018 -2.39239 -1.94791  0.03
H 1.12207 -2.27091 -2.77722  0.02
H -1.65178 1.29986 -5.03959  0.03
H -1.67465 -3.28021 -5.19419  0.03
H 1.25504 4.51329 -0.97333  0.02
H 3.73361 2.28502 -2.33811  0.04
H 3.21527 3.61360 1.53871  0.04
H -0.02742 1.92994 3.12349  0.02
H -1.61705 0.01393 6.50164  0.02
H -1.94645 -2.87180 -3.76198  0.02
H 0.02185 -5.32895 -0.26856  0.04
H 3.15332 -2.21257 2.82577  0.05
H -0.82547 -2.04709 2.69277  0.01
H 5.60002 -2.50181 -1.64793  0.05
H 1.33753 -3.15406 -3.98780  0.03
H 5.10030 1.94996 -2.89649  0.05
H -1.39710 5.07226 0.75104  0.02
H -3.00286 1.04004 2.76784  0.02
H -1.85035 3.88227 -0.06772  0.01
H 3.38147 -1.01776 3.72702  0.05
H -0.28117 -3.44693 2.50286  0.01



[3]
A cluster of 6 separate species, C24H48O12 in total at a distorted geometry. Source: OMol25; level of theory: ωB97M-V with the def2-TZVPD basis set.

E_tot	-50225.7056	eV
max |F|	12.838	eV/A
ΔE to the lowest compared entry with this formula, charge and spin	10.008	eV
structure (SMILES)	CCOC(C)=O.CCOC(C)=O.CCOC(C)=O.CCOC(C)=O.CCOC(C)=O.CCOC(C)=O
lowest unoccupied orbital energy	0.54	eV

Each line ends with the Löwdin charge.
Geometry (Å):
O -65.98467 -0.04932 -27.18547  0.06
O -64.04641 1.17758 -26.94702  -0.04
O -67.86477 3.17112 -23.77743  -0.03
O -59.56968 -0.73248 -19.21885  0.00
O -61.37003 -0.22801 -17.78239  -0.07
O -68.52202 2.16104 -21.76925  0.07
O -60.10686 2.05557 -25.20629  0.01
O -59.75689 3.33687 -27.00968  0.08
O -63.02236 0.12069 -22.05368  0.08
O -61.87703 4.30913 -19.26985  0.00
O -61.47462 4.76741 -21.36480  0.06
O -63.89176 1.90912 -21.03043  0.02
C -63.59343 5.34785 -20.52512  0.05
C -60.66902 3.52712 -19.06063  -0.14
C -62.23737 4.81729 -20.40594  -0.57
C -60.47219 -0.68014 -20.34827  -0.17
C -64.44613 -0.42420 -25.22646  0.05
C -60.72425 -0.36499 -25.18983  -0.09
C -64.02571 1.83182 -28.16769  -0.22
C -59.53824 4.24214 -24.85150  0.02
C -59.08687 -0.43040 -16.93260  -0.01
C -68.24117 2.69121 -26.09510  -0.04
C -59.74060 3.12754 -25.81134  -0.63
C -62.79139 2.76021 -28.44144  -0.04
C -68.51896 2.24485 -24.62964  -0.21
C -60.54002 0.91608 -25.99619  -0.20
C -59.79515 -1.53394 -21.45602  -0.04
C -62.71809 2.27543 -23.03201  0.06
C -60.06381 -0.47376 -18.07560  -0.53
C -64.81660 2.08924 -18.78121  -0.05
C -67.98399 3.07342 -22.41908  -0.50
C -64.91184 0.22735 -26.60905  -0.44
C -67.12889 4.03014 -21.68717  0.00
C -60.35057 3.33897 -17.51143  -0.03
C -64.41977 1.22289 -19.90091  -0.15
C -63.23451 1.31953 -21.98514  -0.54
H -63.71445 6.06419 -19.74118  0.11
H -59.96218 0.59283 -26.77566  0.08
H -63.65852 0.77672 -19.25589  0.14
H -58.39595 0.21474 -17.45897  0.07
H -63.73559 5.75814 -21.40832  0.05
H -58.98356 -1.57757 -16.80528  0.13
H -63.71360 -1.20516 -25.39125  0.09
H -66.44414 3.51152 -20.99958  0.06
H -61.10673 -1.27080 -25.74270  0.10
H -61.43554 -1.26139 -20.00197  0.16
H -60.25664 4.17570 -17.13961  -0.04
H -61.73888 1.14267 -26.34807  0.17
H -58.55133 3.86242 -24.45350  0.12
H -68.57245 2.02039 -26.87125  0.10
H -59.36584 2.63275 -17.54128  0.14
H -61.72260 2.52645 -22.64252  0.10
H -59.72614 -0.75025 -24.81941  0.08
H -59.57212 0.08588 -15.95339  0.14
H -61.95458 2.21183 -28.83822  0.07
H -63.21767 3.45965 -29.12626  0.06
H -61.08360 3.01323 -16.85105  0.05
H -60.75526 2.58078 -19.60110  0.09
H -69.54415 2.17975 -24.24356  0.12
H -59.67439 4.09398 -19.49854  0.17
H -65.05316 1.60557 -17.96280  0.05
H -63.56802 3.09597 -23.05267  0.15
H -60.72792 0.37714 -20.66000  0.12
H -68.00182 1.16349 -24.70646  0.16
H -65.66882 2.48822 -18.88533  0.01
H -58.91452 -1.07140 -21.96539  0.10
H -64.18361 2.89479 -18.53126  0.09
H -66.29548 4.32981 -22.39125  0.11
H -67.76351 4.55534 -20.95636  0.11
H -63.71514 1.15820 -28.92528  0.11
H -64.44596 0.31843 -24.60495  -0.01
H -61.25970 0.02869 -24.28124  0.07
H -60.44793 -1.51888 -22.19627  0.00
H -65.21908 -0.96806 -24.68976  0.09
H -68.39942 3.67837 -25.99358  0.04
H -65.26263 0.82151 -20.25269  0.10
H -60.31144 4.27760 -24.09999  0.06
H -59.51715 -2.44822 -21.02091  0.07
H -64.18937 4.56000 -20.27980  0.04
H -59.76436 5.21968 -25.39317  0.12
H -62.60861 2.03826 -23.88999  -0.06
H -67.22252 2.68207 -26.07715  0.03
H -62.57029 3.33363 -27.44438  0.11
H -64.95331 2.22411 -28.19659  0.09



[4]
A structure of composition C30H41BF4FeN6O2PS. Source: OMol25; level of theory: ωB97M-V with the def2-TZVPD basis set.

E_tot	-110877.6651	eV
expectation value of S²	8.765
2S+1	6
max |F|	0.835	eV/A
ΔE to the lowest compared entry with this formula, charge and spin	0.000	eV
lowest unoccupied orbital energy (spin up / spin down)	-0.14 / -0.91	eV

Each line ends with the Löwdin charge.
Geometry (Å):
Fe -0.91882 0.15029 1.92041  0.98
S 1.40952 1.30905 3.89364  0.60
P -0.09300 0.30958 -1.31910  0.60
F -3.10106 -0.58550 1.70532  0.06
F -2.43733 0.29168 3.68150  0.10
F -4.64759 0.64841 2.97058  0.22
F -2.79730 1.61171 1.89177  0.08
O 2.84158 1.26053 3.72918  -0.31
O 0.89641 1.48172 5.22595  -0.28
N -1.15093 1.29695 -2.10979  -0.20
N 1.36889 0.93923 -1.77257  -0.19
N 0.70045 0.03720 3.17596  -0.19
N -0.06574 -1.23258 -1.93914  -0.20
N -0.80835 -1.97460 2.39068  0.06
N -0.37641 0.26489 0.22603  -0.20
C 1.50752 2.40784 -1.62810  -0.20
C -0.45810 3.11997 3.05980  -0.07
C -1.62534 -2.91858 1.97938  -0.12
C 0.29188 -2.30977 3.11909  -0.15
C 2.96419 2.81332 -1.77565  -0.17
C -3.57231 0.81206 -1.98701  -0.18
C -0.88414 4.19618 2.28753  -0.06
C 3.82936 2.21571 -0.64980  -0.18
C 1.74207 3.28448 2.05063  -0.07
C 0.84625 2.66603 2.91557  -0.29
C -0.39951 -3.67476 -1.78534  -0.17
C -1.08454 -3.39782 -3.11945  -0.19
C -0.14304 -2.57409 -4.00585  -0.17
C -0.28464 -4.64034 2.94094  0.00
C 2.50778 -2.91275 4.64860  -0.06
C 3.24555 0.88288 -0.15729  -0.17
C -3.65701 0.87149 -3.51223  -0.20
C -0.00628 4.80909 1.40923  -0.07
C -2.31284 0.49507 -4.13965  -0.18
C -2.43120 1.69338 -1.49376  -0.19
C 2.19592 -1.56872 4.35448  -0.01
C 1.31051 4.36922 1.30730  -0.08
C 0.67240 -1.58192 -3.15858  -0.20
C 0.59620 -3.65133 3.42781  -0.15
C 1.74025 -3.94636 4.20025  -0.05
C -1.19042 1.36213 -3.57209  -0.20
C 1.10715 -1.24194 3.57399  -0.25
C -0.19088 -2.36856 -1.01010  -0.21
C -1.39264 -4.28116 2.22983  -0.04
C 2.54566 0.16242 -1.30224  -0.19
B -3.35472 0.50489 2.61527  -1.22
H 0.90146 2.88597 -2.39554  0.11
H 0.54833 -3.24177 -4.52520  0.11
H -3.92192 1.89169 -3.81448  0.11
H -0.71354 -2.04593 -4.77048  0.09
H 4.02877 0.24798 0.25892  0.12
H -3.37865 -0.21653 -1.66113  0.11
H -2.50520 -2.60003 1.44037  0.11
H -2.01331 -2.84893 -2.94110  0.11
H 4.84634 2.06260 -1.01628  0.11
H 3.02856 3.90258 -1.76892  0.11
H -1.34641 -4.33200 -3.61751  0.11
H -0.21954 1.06913 -3.97054  0.10
H -1.90036 4.55435 2.38517  0.11
H 1.98240 -4.97724 4.42766  0.11
H -2.09395 -0.55350 -3.91788  0.09
H -0.06976 -5.68274 3.15218  0.12
H -1.10469 2.67236 3.80601  0.12
H -1.35717 2.40666 -3.86007  0.12
H -2.34982 0.61474 -5.22597  0.11
H -0.34168 5.64772 0.81110  0.11
H -0.98393 -4.36238 -1.17297  0.11
H 2.00280 4.88110 0.64907  0.11
H 3.89481 2.91747 0.18590  0.09
H -2.09571 -5.01741 1.86266  0.11
H -4.44134 0.20683 -3.87916  0.11
H 1.13076 2.74176 -0.65952  0.09
H 3.38749 -3.11999 5.24676  0.11
H 2.82895 -0.78187 4.73681  0.10
H -4.51104 1.13524 -1.53050  0.12
H 3.23662 0.00844 -2.13671  0.12
H 1.63728 -2.02895 -2.88952  0.12
H 2.76189 2.92486 2.00279  0.10
H 3.32323 2.47891 -2.75270  0.11
H 0.89272 -0.68082 -3.72355  0.10
H -2.33530 1.64247 -0.41836  0.07
H 2.21364 -0.81981 -0.96884  0.10
H -2.62042 2.73704 -1.77087  0.13
H -1.03837 -2.16881 -0.37036  0.07
H 0.68791 -2.45353 -0.35695  0.11
H 2.50843 1.04964 0.63402  0.09
H 0.56427 -4.15395 -1.97727  0.11



[5]
A cluster of 2 separate species, C2H7O2 in total at a distorted geometry. Source: OMol25; level of theory: ωB97M-V with the def2-TZVPD basis set.

E_tot	-6282.1207	eV
net charge	-1
max |F|	3.272	eV/A
ΔE to the lowest compared entry with this formula, charge and spin	0.571	eV
lowest unoccupied orbital energy	4.74	eV

Each line ends with the Löwdin charge.
Geometry (Å):
O 0.29660 -0.51879 -1.04823  -0.34
O 1.11198 -2.51793 0.59567  -0.25
C -0.63437 0.30386 -0.58821  -0.61
C -0.22842 1.46724 0.34199  -0.15
H 0.13060 1.13870 1.31829  0.04
H -1.14308 2.04350 0.55286  0.05
H 0.51200 -1.77410 0.12185  0.03
H -1.35762 -0.29345 0.08141  0.08
H 1.97587 -2.56552 0.02441  0.05
H -1.28633 0.72988 -1.36413  0.06
H 0.62277 1.98661 -0.03591  0.03



[6]
A cluster of 2 separate species, C5H14 in total at a distorted geometry. Source: OMol25; level of theory: ωB97M-V with the def2-TZVPD basis set.

E_tot	-5410.2406	eV
max |F|	7.545	eV/A
ΔE to the lowest compared entry with this formula, charge and spin	1.809	eV
structure (SMILES)	CCC.CC
lowest unoccupied orbital energy	1.16	eV

Each line ends with the Löwdin charge.
Geometry (Å):
C -1.73352 -2.18944 1.43212  -0.13
C 1.67282 2.15509 -1.45194  -0.14
C 0.13107 -0.38938 1.57807  -0.11
C -0.57598 -1.48913 0.76943  -0.32
C 0.45713 1.72239 -2.24792  -0.15
H -0.35346 1.58229 -1.66140  0.02
H 0.12662 2.35692 -2.99635  0.05
H -1.80176 -3.23634 1.07825  0.08
H 0.38139 0.51421 1.07975  0.04
H -0.57870 -0.20249 2.31219  0.04
H 0.70290 0.80225 -2.64360  0.04
H -2.72908 -1.76405 1.29747  0.08
H 1.87776 3.17547 -1.85725  0.08
H -0.90690 -1.08571 -0.30965  0.13
H 1.35750 2.50714 -0.38667  0.09
H 2.41789 1.51864 -1.28887  0.01
H 0.35979 -2.08805 0.44982  0.11
H -1.59937 -2.20408 2.45279  0.03
H 1.03626 -0.73336 1.99491  0.06